(1)
Here is a 2-piece molecular cluster, C3H6N2O2 overall in a non-equilibrium geometry from OMol25. Energies are from ωB97M-V with the def2-TZVPD basis set.

## Properties
electronic energy	-10279.196	eV
molar mass	102.1	Da
E_HOMO	-9.560	eV
strongest force on any atom	2.89	eV/Å
relative energy (zero: lowest compared OMol25 entry of this formula, charge and spin)	540.5	kJ/mol

Each line ends with the Löwdin charge.
Atoms and positions in Å:
C -0.98965 0.70228 0.24551  -0.499
C -0.60308 -1.51765 -0.70111  -0.116
N -0.39305 -0.55183 0.35300  -0.026
N 1.63678 0.38434 0.10387  0.143
C 1.65838 1.55556 0.50435  -0.382
O -0.58921 1.66875 0.95387  -0.055
O 1.98757 2.64791 0.71464  0.174
H 2.22642 -0.31231 0.52916  0.102
H -1.39361 0.91149 -0.76902  0.142
H -1.66104 -0.13965 0.96830  0.266
H 0.37970 -1.86795 -1.02426  0.087
H -1.12375 -1.09138 -1.56579  0.080
H -1.13545 -2.38955 -0.31253  0.085

(2)
Here is C20H45F5GaNO4P as an isolated structure from OMol25. Energies are from ωB97M-V with the def2-TZVPD basis set.

## Properties
total charge	-1
electronic energy	-106403.030	eV
molar mass	559.3	Da
E_HOMO	-4.487	eV
strongest force on any atom	0.96	eV/Å

Each line ends with the Löwdin charge.
Atoms and positions in Å:
C 3.49593 0.71468 -4.49319  -0.098
C 3.57596 -0.80870 -4.45527  -0.553
C 4.78385 -1.35631 -5.23287  -0.088
N 2.74853 -1.61071 -3.92970  -0.007
Ga 1.54163 -1.12939 -2.48233  0.282
C -0.12189 -2.27067 -2.52130  -0.286
C -0.98918 -2.14786 -3.78596  -0.262
C -1.24638 -0.70952 -4.26824  -0.115
C -2.49605 -0.13719 -3.65095  -0.421
F -2.45887 -0.23213 -2.28914  0.108
F -3.61394 -0.83113 -4.05909  0.086
C -2.77859 1.35230 -4.01304  -0.537
F -1.65097 2.07211 -4.07921  0.152
F -3.38636 1.44574 -5.20869  0.149
F -3.57820 1.93396 -3.10644  0.153
P 2.54850 -1.50242 -0.35922  0.516
O 2.58164 -2.93018 0.14221  -0.625
H 3.69668 1.05999 -5.51458  0.064
H 4.26473 1.16407 -3.84970  0.075
H 2.50991 1.07407 -4.18424  0.025
H 5.56341 -0.59481 -5.34963  0.054
H 5.17131 -2.23843 -4.72209  0.062
H 4.46009 -1.63092 -6.24628  0.066
H 1.12425 0.43487 -2.49604  -0.037
H 0.19795 -3.31741 -2.42910  0.048
H -0.72148 -2.05416 -1.62813  0.033
H -0.56461 -2.72725 -4.61426  0.105
H -1.97384 -2.60258 -3.59146  0.099
H -1.39701 -0.68744 -5.35656  0.135
H -0.41297 -0.04100 -4.04195  0.071
H 1.83291 -0.68696 0.56363  -0.076
H 3.82903 -0.87539 -0.25906  -0.075
C -1.42955 2.15588 1.95664  -0.068
C -0.07067 1.77872 1.39067  -0.283
O -0.06210 1.54471 -0.00197  -0.181
C -0.42190 2.62538 -0.83001  -0.297
C 0.50378 3.82577 -0.71003  -0.077
H -2.17792 1.42333 1.65739  0.069
H -1.37745 2.18030 3.04694  0.068
H -1.75537 3.14209 1.61528  0.065
H 0.25938 0.83900 1.83514  0.102
H 0.67778 2.53471 1.66012  0.107
H -1.46372 2.92537 -0.65182  0.110
H -0.36869 2.22444 -1.84210  0.082
H 0.41777 4.31725 0.26158  0.062
H 0.25981 4.56196 -1.47822  0.071
H 1.54038 3.51156 -0.84124  0.082
C -2.04723 -3.78930 1.72360  -0.072
C -2.65116 -2.57376 2.40828  -0.284
O -2.73136 -1.43307 1.57780  -0.165
C -3.54731 -1.55936 0.42624  -0.278
C -5.01614 -1.79467 0.74071  -0.078
H -1.09181 -3.53228 1.26439  0.086
H -1.88263 -4.58392 2.45317  0.073
H -2.69992 -4.18563 0.94412  0.066
H -2.01495 -2.26973 3.24114  0.113
H -3.63517 -2.81772 2.83012  0.103
H -3.16295 -2.34276 -0.23525  0.108
H -3.43056 -0.61737 -0.10600  0.105
H -5.18971 -2.77413 1.19097  0.063
H -5.60210 -1.74429 -0.17796  0.074
H -5.38307 -1.03575 1.43418  0.078
C 1.81254 -0.57008 5.36050  -0.075
C 2.34171 0.63553 4.60339  -0.271
O 1.45918 1.74510 4.60285  -0.171
C 1.15221 2.30129 5.86319  -0.288
C 2.35781 2.86092 6.60190  -0.084
H 0.81324 -0.82864 5.00799  0.079
H 2.46895 -1.42517 5.19834  0.079
H 1.75880 -0.39033 6.43639  0.063
H 2.46912 0.37993 3.55164  0.116
H 3.32773 0.92728 4.98424  0.108
H 0.62623 1.57229 6.49195  0.107
H 0.44617 3.10522 5.65103  0.116
H 3.04302 2.07389 6.92044  0.065
H 2.03242 3.39781 7.49427  0.072
H 2.90943 3.54903 5.95992  0.080

(3)
Here is a 2-piece molecular cluster, C23H33N2O2 overall in a non-equilibrium geometry from OMol25. Energies are from ωB97M-V with the def2-TZVPD basis set.

## Properties
total charge	+1
electronic energy	-31453.643	eV
molar mass	369.5	Da
E_HOMO	-9.713	eV
strongest force on any atom	3.64	eV/Å
relative energy (zero: lowest compared OMol25 entry of this formula, charge and spin)	247.9	kJ/mol

Each line ends with the Löwdin charge.
Atoms and positions in Å:
C -2.58437 1.80909 1.93177  -0.041
O -1.18341 1.68622 1.71554  -0.046
C -0.55594 1.10208 2.75251  -0.456
O -1.14112 0.57755 3.67953  0.134
C 0.94845 1.17831 2.67086  -0.197
C 1.50595 1.94654 3.87964  -0.095
C 1.77248 0.87358 4.93084  -0.139
C 1.97237 -0.41910 4.13386  -0.149
N 1.39724 -0.17204 2.82935  -0.055
C 1.36901 -1.11718 1.84441  -0.190
C 0.65167 -0.98015 0.64967  -0.085
C 0.59262 -2.06659 -0.36317  -0.224
C 1.03098 -3.44825 0.18067  -0.179
C 2.24870 -3.40339 1.11055  -0.186
C 2.10387 -2.36668 2.23119  -0.132
H -2.96159 2.23381 1.00813  0.096
H -3.00776 0.82851 2.13163  0.087
H -2.74666 2.46479 2.78537  0.106
H 1.21024 1.60203 1.69835  0.155
H 2.43959 2.42297 3.57107  0.120
H 0.82774 2.73354 4.21876  0.128
H 2.66203 1.10185 5.52171  0.115
H 0.91770 0.77952 5.61113  0.116
H 3.05085 -0.62124 4.04576  0.120
H 1.51935 -1.27665 4.65242  0.130
H -0.04900 -0.16156 0.65116  0.037
H -0.44300 -2.18976 -0.71271  0.098
H 1.17824 -1.82571 -1.27458  0.103
H 0.17979 -3.82987 0.76505  0.119
H 1.20985 -4.15677 -0.64044  0.113
H 2.38039 -4.38678 1.58853  0.116
H 3.16295 -3.18523 0.53988  0.115
H 3.09943 -2.12928 2.65189  0.121
H 1.51030 -2.83493 3.04489  0.136
C 2.38626 1.87260 -5.07602  -0.015
N 1.18325 1.17646 -4.65076  -0.170
C 0.06572 1.22016 -5.58368  -0.010
C 1.06117 0.73850 -3.40198  -0.009
C -0.11079 0.15194 -2.89785  -0.063
C -0.47135 0.17054 -1.53335  0.004
C -1.91913 0.09849 -1.24523  -0.190
C -2.57227 -0.62896 -0.21886  -0.035
C -3.96762 -0.70375 -0.18826  -0.060
C -4.75352 0.06779 -1.05856  -0.049
C -4.12243 0.83753 -2.04511  -0.065
C -2.74749 0.80168 -2.16586  -0.041
H 2.41392 1.85954 -6.16329  0.096
H 2.39816 2.91633 -4.73736  0.114
H 3.26424 1.37435 -4.66180  0.104
H 0.44744 1.72534 -6.47580  0.097
H -0.27262 0.21222 -5.84843  0.110
H -0.79032 1.78011 -5.18232  0.108
H 1.95982 0.86273 -2.76958  0.166
H -0.78896 -0.28189 -3.65607  0.129
H 0.27584 0.62450 -0.85419  0.121
H -1.96147 -1.14849 0.53425  0.120
H -4.45433 -1.36543 0.53128  0.119
H -5.83843 0.07619 -0.96414  0.114
H -4.69756 1.45664 -2.73346  0.114
H -2.25642 1.33560 -2.98885  0.103

(4)
Here is one molecule with the formula C7H6O in a non-equilibrium geometry from OMol25. Energies are from ωB97M-V with the def2-TZVPD basis set.

## Properties
electronic energy	-9398.864	eV
molar mass	106.1	Da
E_HOMO	-9.137	eV
strongest force on any atom	3.77	eV/Å
relative energy (zero: lowest compared OMol25 entry of this formula, charge and spin)	323.8	kJ/mol

Each line ends with the Löwdin charge.
Atoms and positions in Å:
C -1.21663 -2.74614 -2.16140  0.098
C -0.98560 -2.08565 -1.19072  -0.148
C -0.62225 -1.25258 -0.05320  -0.129
C -0.52730 0.10617 -0.06436  -0.046
C 0.39472 0.74350 0.99590  -0.284
C 0.00762 0.74444 2.26304  0.072
C 1.22272 1.85342 0.50915  -0.238
O 1.31266 2.06852 -0.69700  0.021
H -1.14406 -3.42725 -3.01045  0.043
H -0.08098 -1.72722 0.90506  0.150
H -0.73481 0.49644 -1.06125  0.117
H 0.50268 1.40378 2.95423  0.059
H -0.65525 -0.02956 2.78994  0.112
H 1.97147 2.55673 1.20810  0.173

(5)
Here is C6H14CsO4S as an isolated structure in a non-equilibrium geometry from OMol25. Energies are from ωB97M-V with the def2-TZVPD basis set.

## Properties
total charge	+1
electronic energy	-26009.587	eV
molar mass	315.1	Da
E_HOMO	-12.623	eV
strongest force on any atom	18.36	eV/Å
relative energy (zero: lowest compared OMol25 entry of this formula, charge and spin)	700.7	kJ/mol

Each line ends with the Löwdin charge.
Atoms and positions in Å:
Cs 0.99889 1.58523 -0.99702  1.922
C 0.06237 -3.10603 0.49044  -0.235
C 0.49880 -3.48523 -0.95188  -0.189
C 0.78096 -2.14878 -1.57831  -0.179
S -0.63779 -1.03013 -0.93049  0.756
O -1.72926 -1.00669 -1.86077  -0.287
O -0.10099 0.22596 -0.33270  -1.120
C -1.13452 -2.20491 0.41722  -0.181
H 0.85493 -2.60356 1.04493  0.119
H -0.00417 -3.98409 1.13285  0.127
H -0.31809 -4.07276 -1.37095  0.129
H 1.36027 -4.15058 -0.89469  0.131
H 1.03953 -2.06126 -2.63357  0.113
H 1.70828 -1.70877 -1.21148  0.092
H -1.96200 -2.77022 -0.01151  0.112
H -1.54680 -1.52539 1.16311  0.115
C -0.03982 3.24160 1.62554  -0.180
C -0.05068 3.98501 0.26492  -0.248
O -0.66540 3.18448 -0.78515  -0.442
O 0.87876 2.09294 1.70486  -0.232
H -1.02499 2.90950 1.95306  0.127
H 0.37546 3.84175 2.43515  0.129
H 0.97558 4.24570 0.00624  0.099
H -0.62983 4.90778 0.29949  0.134
H -0.86816 3.67123 -1.58737  0.096
H 1.17870 1.96721 2.60809  0.093

(6)
Here is C4H9N3O2 as an isolated structure in a non-equilibrium geometry from OMol25. Energies are from ωB97M-V with the def2-TZVPD basis set.

## Properties
electronic energy	-12852.472	eV
molar mass	131.1	Da
E_HOMO	-9.183	eV
strongest force on any atom	7.50	eV/Å
relative energy (zero: lowest compared OMol25 entry of this formula, charge and spin)	719.3	kJ/mol

Each line ends with the Löwdin charge.
Atoms and positions in Å:
C 2.17791 -0.29660 -1.22462  -0.081
C -0.46783 -0.65102 -0.89143  -0.344
C -0.07151 -0.24422 0.64885  -0.270
C -2.09882 0.19420 1.83574  0.061
H 2.55778 -0.90045 -0.37023  0.086
H 2.27885 0.74770 -1.05947  0.042
H 2.74721 -0.61212 -2.08480  0.067
H 0.65165 -0.99745 -2.50685  0.054
H -1.36107 -1.02994 -2.42287  0.107
H -2.45280 -0.09358 0.83509  0.052
H -2.50511 -0.11928 2.74420  0.056
H -1.56001 1.38959 1.53581  0.173
H 1.12217 2.19620 1.75728  0.223
N 0.73571 -0.49103 -1.69982  -0.028
N -1.56997 -1.09575 -1.33317  0.105
N 0.42424 1.03258 0.60227  0.019
O -0.75305 -0.65062 1.75297  -0.139
O 0.14465 1.62180 1.88104  -0.183